{
  "formula": "C40H57N4O4S2",
  "method": "ωB97M-V with the def2-TZVPD basis set",
  "e_lumo_ev": [-6.309, -7.429],
  "spin_multiplicity": 3,
  "total_charge": 1,
  "energy_ha": -2873.2613,
  "elements": ["O", "C", "O", "C", "C", "C", "N", "C", "C", "C", "C", "C", "S", "C", "S", "N", "C", "C", "C", "C", "C", "C", "C", "C", "C", "C", "C", "C", "H", "H", "H", "H", "H", "H", "H", "H", "H", "H", "H", "H", "H", "H", "H", "H", "H", "H", "H", "H", "H", "C", "C", "C", "C", "C", "C", "N", "O", "C", "C", "C", "H", "H", "H", "H", "H", "H", "H", "H", "H", "H", "H", "H", "H", "H", "H", "H", "H", "H", "C", "C", "C", "C", "C", "C", "N", "O", "C", "C", "C", "H", "H", "H", "H", "H", "H", "H", "H", "H", "H", "H", "H", "H", "H", "H", "H", "H", "H"],
  "xyz": [[-0.8976, 1.3981, -3.4686], [-1.3276, 0.6313, -2.4359], [-2.0213, 1.3110, -1.3273], [-0.9996, -0.9885, -2.4692], [0.5476, -1.5772, -2.6379], [0.7866, -3.2144, -2.6571], [-0.3709, -4.2145, -2.4870], [-1.8158, -3.7842, -2.3274], [-2.1770, -2.1689, -2.3361], [-3.7249, -1.6434, -2.2095], [-4.2139, -1.6500, -0.6426], [-2.9442, -1.6586, 0.4453], [-3.7219, -1.1205, 2.1039], [-2.3863, 0.0271, 2.8458], [-2.6888, 1.6982, 2.7997], [-1.1587, -0.6640, 3.3861], [-1.2658, -1.0300, 4.8455], [-1.2530, -0.0107, 6.1277], [-1.4280, -0.5832, 7.6684], [-1.6214, -2.1989, 7.9648], [-1.6504, -3.2539, 6.7065], [-1.4648, -2.6450, 5.1901], [0.1317, 0.0288, 3.0286], [1.0686, -0.7097, 1.8647], [2.4831, -0.1116, 1.2889], [3.0395, 1.3052, 1.9325], [2.1340, 2.0698, 3.0846], [0.6990, 1.4445, 3.6250], [-1.6953, 2.2745, -1.3109], [1.3981, -0.7814, -2.7617], [1.9037, -3.5789, -2.7836], [-0.1070, -5.2302, -2.5166], [-2.6888, -4.5870, -2.1988], [-3.8768, -0.5496, -2.6190], [-4.4826, -2.3539, -2.7969], [-4.8534, -2.6063, -0.3641], [-4.8407, -0.6782, -0.3555], [-2.1260, -0.8438, 0.1560], [-2.4053, -2.6960, 0.5098], [-1.1538, 1.1443, 5.9701], [-1.4242, 0.1542, 8.5831], [-1.7747, -2.5552, 9.0717], [-1.8191, -4.4132, 6.8792], [-1.5070, -3.3990, 4.2812], [0.6695, -1.7137, 1.3887], [3.0915, -0.6620, 0.4385], [4.0527, 1.7903, 1.6015], [2.5740, 3.1031, 3.4832], [0.0832, 2.0446, 4.4186], [-5.7828, 5.6856, -1.7812], [-5.2336, 6.1495, -3.1618], [-6.3105, 5.9788, -4.2706], [-6.5334, 4.5308, -4.6919], [-5.2122, 3.8786, -5.0902], [-4.1363, 3.9924, -3.9775], [-3.9670, 5.3999, -3.4748], [-3.2747, 6.1230, -4.4560], [-4.5243, 3.0393, -2.8159], [-2.7966, 3.3864, -4.5082], [-5.0082, 7.6847, -2.9734], [-5.8658, 6.5152, -1.0634], [-6.7811, 5.2359, -1.8604], [-5.1275, 4.9715, -1.2782], [-6.0220, 6.5514, -5.1639], [-7.2696, 6.4022, -3.9359], [-7.0157, 3.9688, -3.8853], [-7.2261, 4.4987, -5.5424], [-5.3946, 2.8249, -5.3361], [-4.8522, 4.3480, -6.0148], [-3.8353, 3.1488, -1.9699], [-4.4752, 1.9898, -3.1318], [-5.5399, 3.1847, -2.4510], [-2.4437, 3.8760, -5.4230], [-2.9160, 2.3248, -4.7581], [-2.0038, 3.4601, -3.7544], [-4.2419, 7.8858, -2.2138], [-5.9377, 8.1749, -2.6380], [-4.7165, 8.1940, -3.8955], [7.4543, -2.2347, 3.0001], [6.2660, -3.1109, 2.5070], [6.6789, -4.6080, 2.4277], [7.5869, -4.9326, 1.2471], [6.9589, -4.4557, -0.0596], [6.5843, -2.9501, -0.0219], [5.7689, -2.5844, 1.1879], [4.4715, -3.0781, 0.9932], [7.8909, -2.1145, -0.0743], [5.8642, -2.5764, -1.3582], [5.2125, -2.9854, 3.6549], [7.2569, -1.7745, 3.9797], [8.3820, -2.8124, 3.1042], [7.6564, -1.3821, 2.3487], [5.7824, -5.2400, 2.3499], [7.1838, -4.9117, 3.3573], [8.5744, -4.4814, 1.3901], [7.7512, -6.0165, 1.1977], [7.6564, -4.6532, -0.8834], [6.0677, -5.0628, -0.2644], [7.6784, -1.0442, 0.0343], [8.4031, -2.2406, -1.0362], [8.6216, -2.3966, 0.6821], [4.9687, -3.1816, -1.5398], [6.5226, -2.7412, -2.2201], [5.5694, -1.5204, -1.3661], [4.8571, -1.9523, 3.7599], [5.6554, -3.2787, 4.6215], [4.3431, -3.6328, 3.5147]],
  "atomic_forces_ev_per_a": [[-2.23, -5.12, 6.71], [2.14, 3.74, -4.36], [2.44, -1.21, -2.22], [0.22, -3.34, 0.49], [-3.07, -3.06, 0.26], [-1.98, 4.06, 0.35], [0.22, 2.77, -0.06], [0.57, 4.48, -0.28], [2.28, -1.30, -0.36], [-0.34, -0.75, 0.40], [0.38, 0.10, 1.53], [0.62, 0.57, -0.93], [1.97, 0.57, -0.02], [-0.57, 1.09, -0.50], [0.97, -3.33, 0.27], [0.70, 1.98, 0.87], [-0.80, -2.44, 4.72], [-0.60, -3.59, 0.65], [-0.05, -2.93, -3.06], [0.31, 1.65, -4.05], [0.52, 4.57, -0.66], [-0.10, 1.84, 2.41], [4.14, 1.43, -2.00], [0.46, 2.54, 1.17], [-1.81, 2.21, 3.07], [-3.98, -1.19, 1.89], [-0.18, -3.22, -2.16], [1.76, -1.75, -2.59], [-0.63, -1.97, -0.62], [-1.63, -2.07, 0.20], [-2.89, 0.47, 0.31], [-0.64, 1.71, 0.05], [2.44, 1.91, -0.42], [0.73, -2.28, 0.68], [1.92, 1.55, 1.10], [1.20, 2.01, -0.82], [1.29, -2.19, -0.92], [-1.89, -1.70, 0.58], [-1.21, 1.97, -0.03], [-0.26, -2.51, 0.35], [0.01, -1.58, -2.17], [0.37, 0.74, -2.49], [0.43, 2.82, -0.47], [0.11, 1.82, 2.05], [0.85, 2.29, 1.15], [-1.56, 1.19, 1.99], [-2.25, -1.11, 0.65], [-1.33, -2.57, -0.82], [1.38, -1.34, -1.77], [-0.09, -0.27, 0.41], [-0.96, 1.00, 1.19], [0.11, -0.15, -0.21], [0.00, -0.01, -0.05], [-0.08, 0.38, 0.07], [0.37, -1.95, 0.10], [0.83, 2.13, -4.30], [-1.41, -1.86, 2.85], [-0.18, 0.15, 0.21], [-0.12, 0.94, -0.12], [0.44, -0.14, -0.42], [-0.04, -0.08, -0.45], [0.24, 0.00, -0.01], [-0.07, 0.01, -0.22], [0.17, -0.04, 0.25], [0.39, 0.03, 0.15], [0.05, 0.01, -0.01], [0.09, 0.01, 0.16], [0.26, 0.08, 0.19], [0.13, 0.04, 0.22], [-0.16, 0.06, -0.16], [0.13, 0.28, -0.19], [0.04, 0.11, 0.04], [-0.14, 0.12, 0.28], [-0.23, 0.28, 0.24], [-0.26, 0.06, -0.22], [-0.11, -0.14, -0.17], [0.20, -0.52, -0.06], [0.12, -0.25, 0.06], [0.45, 0.40, -0.02], [0.50, 1.17, 2.65], [0.00, -0.51, -0.71], [0.01, 0.12, 0.00], [-0.23, -0.48, 0.69], [1.38, 1.48, -2.36], [-5.26, -5.97, -0.93], [4.77, 3.15, 0.78], [0.20, 0.16, 0.32], [-0.64, -0.24, 0.48], [-0.48, -0.10, -0.47], [-0.12, -0.40, -0.29], [-0.22, 0.14, -0.15], [-0.01, -0.21, -0.02], [-0.04, 0.35, 0.01], [-0.26, 0.50, -0.10], [-0.07, -0.03, -0.04], [-0.04, 0.19, 0.03], [-0.19, 0.46, 0.04], [-0.07, 0.27, 0.05], [0.01, -0.20, 0.00], [-0.40, -0.13, 0.14], [-0.12, 0.04, 0.04], [0.13, 0.13, 0.23], [0.08, 0.01, 0.47], [0.08, -0.16, 0.07], [0.11, -0.19, -0.11], [0.16, 0.13, -0.59], [0.10, 0.13, -0.19]]
}



{
  "formula": "C40H58FIO11S5",
  "method": "ωB97M-V with the def2-TZVPD basis set",
  "e_lumo_ev": -0.286,
  "smiles": "CCSCc1c(CCF)cc2c(c1COC)C(=O)c1cc(C[C@@H](C)I)ccc1C2=O.O=S1(=O)CCCC1.O=S1(=O)CCCC1.O=S1(=O)CCCC1.O=S1(=O)CCCC1",
  "total_charge": 0,
  "energy_ha": -4775.0861,
  "elements": ["C", "C", "S", "C", "C", "C", "C", "C", "F", "C", "C", "C", "C", "C", "O", "C", "C", "O", "C", "C", "C", "C", "C", "C", "I", "C", "C", "C", "C", "O", "H", "H", "H", "H", "H", "H", "H", "H", "H", "H", "H", "H", "H", "H", "H", "H", "H", "H", "H", "H", "H", "H", "H", "H", "H", "H", "C", "C", "C", "S", "O", "O", "C", "H", "H", "H", "H", "H", "H", "H", "H", "C", "C", "C", "S", "O", "O", "C", "H", "H", "H", "H", "H", "H", "H", "H", "C", "C", "C", "S", "O", "O", "C", "H", "H", "H", "H", "H", "H", "H", "H", "C", "C", "C", "S", "O", "O", "C", "H", "H", "H", "H", "H", "H", "H", "H"],
  "xyz": [[-0.8060, -3.2897, -1.4693], [-1.0374, -2.2837, -2.6255], [0.1556, -0.9071, -2.5863], [-0.6493, 0.2631, -1.4489], [-0.0720, 0.2635, -0.0580], [-0.8241, -0.2363, 1.0216], [-2.2142, -0.8337, 0.8138], [-2.5652, -1.8886, 1.8458], [-1.5215, -2.7958, 1.9889], [-0.2975, -0.2193, 2.3144], [0.9910, 0.2299, 2.5304], [1.7518, 0.7220, 1.4575], [1.2358, 0.7621, 0.1627], [2.0503, 1.2954, -0.9940], [1.4227, 2.3492, -1.7032], [1.1073, 3.4602, -0.8841], [3.1286, 1.1813, 1.8124], [3.6574, 2.1698, 1.3690], [3.8057, 0.3331, 2.8266], [5.1625, 0.0505, 2.7281], [5.7646, -0.7652, 3.6880], [7.2318, -1.0812, 3.5687], [8.2084, 0.0904, 3.8344], [8.5033, 0.9090, 2.5721], [7.5093, 1.3422, 5.4263], [4.9928, -1.2587, 4.7425], [3.6363, -0.9673, 4.8560], [3.0407, -0.1798, 3.8806], [1.5976, 0.1647, 3.8836], [0.9751, 0.3644, 4.8903], [-0.5639, -4.2781, -1.8511], [-1.6936, -3.3494, -0.8481], [0.0362, -2.9679, -0.8699], [-2.0453, -1.8955, -2.5773], [-0.9287, -2.7508, -3.5984], [-0.5746, 1.2414, -1.9033], [-1.7015, 0.0228, -1.4397], [-2.9826, -0.0659, 0.7948], [-2.1873, -1.3504, -0.1384], [-2.8104, -1.4556, 2.8065], [-3.4110, -2.4623, 1.4733], [-0.8784, -0.5772, 3.1483], [2.2090, 0.4850, -1.6996], [3.0304, 1.6301, -0.6759], [1.6746, 3.4536, 0.0444], [1.3476, 4.3814, -1.4104], [0.0371, 3.4677, -0.6727], [5.7186, 0.4656, 1.9014], [7.3874, -1.3950, 2.5382], [7.4634, -1.9424, 4.1904], [9.1390, -0.3537, 4.1640], [9.5327, 1.2539, 2.5989], [8.3984, 0.2970, 1.6804], [7.8537, 1.7728, 2.4930], [5.4775, -1.8684, 5.4921], [3.0528, -1.3371, 5.6833], [0.2145, -2.6562, 6.3626], [-0.4290, -2.3586, 7.7239], [-1.7391, -1.6080, 7.4542], [-2.2995, -2.1547, 5.8366], [-2.2521, -1.0324, 4.9304], [-3.4934, -2.9489, 5.9685], [-0.9013, -3.2120, 5.4832], [1.0391, -3.3631, 6.4491], [0.6030, -1.7317, 5.9295], [-0.6398, -3.2965, 8.2419], [0.2297, -1.7719, 8.3622], [-2.5126, -1.8361, 8.1829], [-1.5847, -0.5320, 7.3987], [-0.6868, -3.1725, 4.4164], [-1.1766, -4.2253, 5.7743], [-4.0704, 0.6886, -7.0672], [-3.0514, -0.2720, -7.6948], [-2.2603, -0.9154, -6.5479], [-3.3667, -0.9250, -5.1308], [-2.8156, -0.0652, -4.1131], [-3.7473, -2.2834, -4.8222], [-4.7250, -0.0854, -5.9293], [-4.8112, 1.0239, -7.7912], [-3.5569, 1.5696, -6.6747], [-3.5806, -1.0443, -8.2564], [-2.3856, 0.2401, -8.3882], [-1.9655, -1.9387, -6.7658], [-1.3857, -0.3285, -6.2725], [-5.2336, 0.5470, -5.2052], [-5.4056, -0.8428, -6.3106], [-9.5518, -3.2818, -8.4895], [-9.7240, -3.7886, -7.0506], [-8.8050, -2.9473, -6.1553], [-8.6497, -1.3506, -6.9655], [-7.2758, -1.1753, -7.3747], [-9.3193, -0.3385, -6.1925], [-9.6258, -1.7601, -8.4080], [-10.3160, -3.6809, -9.1544], [-8.5769, -3.5862, -8.8762], [-10.7622, -3.6581, -6.7400], [-9.4874, -4.8477, -6.9647], [-9.2150, -2.7910, -5.1611], [-7.8065, -3.3741, -6.0803], [-9.2132, -1.2505, -9.2754], [-10.6427, -1.4178, -8.2195], [6.0589, 7.0553, 1.7630], [4.7141, 6.4231, 2.1479], [4.9913, 4.9744, 2.5700], [6.6687, 4.9565, 3.2106], [7.4878, 4.1429, 2.3451], [6.6442, 4.7399, 4.6339], [7.0298, 6.6790, 2.8779], [5.9826, 8.1359, 1.6504], [6.4054, 6.6415, 0.8135], [4.2790, 6.9756, 2.9834], [4.0010, 6.4578, 1.3257], [4.3197, 4.6290, 3.3509], [4.9540, 4.2879, 1.7280], [8.0773, 6.7784, 2.6031], [6.8256, 7.2366, 3.7913]],
  "atomic_forces_ev_per_a": [[-0.03, 0.21, -0.61], [0.46, -0.20, 0.84], [-0.18, -0.07, -0.45], [-0.03, -0.09, 0.05], [0.15, -0.07, 0.39], [-0.15, 0.19, 0.03], [1.09, -0.44, 0.01], [-0.56, 0.28, -0.42], [0.24, -0.12, 0.16], [0.22, 0.26, -0.30], [-0.14, 0.08, -0.53], [-0.04, -0.04, -0.04], [-0.51, 0.00, 0.35], [0.08, -0.07, -0.13], [0.06, 0.07, -0.07], [-0.06, 0.07, -0.10], [-0.36, -0.34, 0.22], [0.38, 0.50, -0.36], [0.26, -0.38, 0.28], [-0.46, -0.04, 0.41], [-0.17, 0.14, -0.12], [-0.32, 0.12, 0.03], [-0.19, -0.59, -0.65], [-0.03, 0.13, 0.43], [0.28, -0.01, 0.08], [-0.04, 0.11, -0.15], [0.38, 0.27, -0.31], [0.36, 0.06, -0.19], [0.37, -0.09, -0.56], [-0.58, -0.13, 0.91], [-0.11, -0.16, 0.00], [-0.02, -0.21, 0.17], [0.05, 0.03, 0.27], [-0.12, 0.28, -0.16], [0.08, -0.04, -0.13], [0.20, 0.17, -0.07], [-0.19, -0.05, -0.07], [-0.17, 0.08, -0.05], [-0.27, 0.11, -0.26], [0.09, -0.10, 0.26], [-0.21, -0.03, 0.11], [-0.03, 0.00, 0.17], [-0.11, -0.03, -0.25], [0.08, -0.02, 0.21], [0.02, -0.05, 0.16], [0.05, 0.01, -0.21], [-0.10, 0.00, 0.21], [0.15, 0.04, -0.06], [0.23, -0.13, -0.13], [0.09, 0.05, 0.25], [0.09, 0.03, 0.33], [0.05, 0.26, 0.03], [-0.05, -0.16, -0.10], [-0.05, 0.13, -0.17], [0.00, -0.07, 0.06], [-0.09, -0.04, 0.11], [0.00, 0.10, 0.02], [0.01, -0.05, -0.05], [0.18, 0.03, 0.25], [0.26, -0.26, 0.12], [-0.24, 0.08, 0.02], [-0.13, 0.13, -0.11], [0.28, -0.05, 0.01], [-0.01, -0.02, 0.01], [-0.04, -0.02, 0.01], [-0.02, -0.01, -0.01], [-0.01, 0.01, 0.00], [-0.09, 0.03, -0.07], [-0.03, 0.00, -0.11], [-0.14, 0.03, -0.03], [-0.06, 0.00, -0.01], [0.11, 0.01, 0.01], [-0.03, 0.00, 0.02], [0.08, 0.05, -0.30], [-0.19, 0.02, -0.32], [-0.05, -0.03, 0.21], [0.08, 0.03, 0.21], [0.00, 0.14, -0.13], [-0.02, -0.02, 0.01], [-0.02, 0.00, 0.00], [-0.02, 0.00, 0.02], [0.01, -0.01, 0.00], [0.01, -0.02, 0.12], [-0.03, 0.00, 0.11], [0.04, -0.08, 0.10], [0.03, 0.01, 0.05], [0.05, -0.02, 0.08], [-0.01, 0.05, -0.03], [-0.11, -0.29, 0.01], [-0.20, -0.09, 0.03], [-0.05, 0.08, -0.06], [0.15, 0.11, 0.00], [-0.07, -0.19, -0.18], [0.00, 0.00, -0.01], [0.00, 0.02, -0.02], [0.00, 0.02, -0.01], [0.00, 0.00, 0.01], [0.06, 0.10, 0.02], [0.04, 0.09, -0.03], [0.05, 0.08, 0.07], [0.01, 0.04, 0.04], [-0.05, -0.07, 0.00], [0.04, 0.01, 0.04], [-0.21, 0.18, -0.16], [-0.21, 0.17, 0.09], [0.07, -0.06, 0.09], [0.14, -0.08, -0.01], [-0.02, 0.21, -0.19], [0.00, 0.00, -0.01], [0.02, 0.01, 0.01], [0.02, 0.00, 0.01], [-0.01, -0.01, 0.00], [0.07, -0.11, 0.04], [0.06, -0.08, 0.02], [0.02, -0.10, 0.06], [0.00, -0.04, 0.03]]
}



no.,M (Da)
1,722.1
2,1021.1